(1)
DFT (the ωB97M-V functional and the def2-TZVPD basis) results for a single C4H6N2S2 molecule.

```
! wB97M-V def2-TZVPD RIJCOSX def2/J DEFGRID3
* xyz 0 1
S -2.61672 -1.45550 -0.44963
S 2.46948 -1.37609 -0.39275
N 1.15505 -0.43480 -0.51880
N -0.05038 1.62186 -0.41255
C -1.37495 -0.52087 -0.17664
C -1.43674 0.95137 -0.12844
C -0.05637 -0.89631 0.40236
C 1.07858 1.04228 -0.30568
H 2.86030 -0.92866 0.89021
H -0.15640 -2.04093 0.31683
H -0.15544 -0.36738 1.47224
H -1.65998 1.16492 0.95788
H 2.00470 1.77167 -0.65144
H -2.06112 1.46844 -1.00359
*
```

Highest occupied orbital energy   -8.90 eV
Calculated total energy   -1061.76027 Eh
M   146.24 g mol⁻¹
Gap between HOMO and LUMO   8.44 eV

Atomic partial charges in e from the Mulliken method, atoms 1 to 4: -0.279 -0.173 -0.104 -0.407


(2)
DFT (the ωB97M-V functional and the def2-TZVPD basis) results for 7 unconnected molecules or ions with the total composition C36H89N7O2.

```
! wB97M-V def2-TZVPD RIJCOSX def2/J DEFGRID3
* xyz 0 1
O 13.92525 15.71302 -18.76297
O 9.89735 18.31994 -17.17816
N 7.92061 14.41418 -20.13832
N 13.51122 17.62712 -19.85838
N 7.92841 17.34806 -16.78292
N 8.70003 9.84839 -16.38068
N 5.05386 17.73858 -15.60299
N 5.23559 23.95788 -19.45384
N 10.05130 23.19760 -14.59955
C 7.77212 12.16635 -16.71197
C 8.56836 11.00768 -17.27779
C 13.25286 17.52554 -17.44596
C 12.43764 22.76340 -15.34571
C 5.13769 23.06159 -20.63164
C 9.90564 24.62377 -14.81803
C 8.67368 13.58666 -21.08816
C 8.89771 21.24912 -13.60722
C 6.26865 23.32250 -21.67660
C 8.32605 15.95769 -16.70563
C 3.21415 16.15901 -14.94968
C 9.61306 25.36531 -13.47847
C 5.26132 18.54301 -14.36153
C 8.06268 19.82252 -16.80523
C 4.67072 16.31107 -15.41320
C 6.53655 13.94117 -20.10424
C 9.41401 9.15369 -14.14564
C 8.73910 22.61746 -14.35887
C 4.27338 17.96618 -17.95266
C 5.53375 14.56175 -19.07470
C 4.66504 25.29677 -19.68763
C 7.18102 22.74731 -18.45138
C 7.99698 15.87379 -20.56426
C 4.23383 18.52936 -16.52429
C 9.63139 10.13176 -15.27975
C 10.91940 22.51183 -15.64749
C 8.69272 18.44757 -16.97520
C 13.62109 16.89444 -18.74481
C 9.03380 8.59612 -17.12665
C 9.33036 16.49340 -20.04614
C 6.62764 24.10981 -18.98563
C 8.95563 12.15865 -20.55819
C 7.80730 8.18434 -17.97362
C 3.10691 25.32534 -19.58705
C 13.74982 17.02756 -21.18219
C 6.40075 17.92049 -13.47909
H 12.75456 23.72096 -15.75893
H 6.54066 12.88084 -19.85169
H 7.75644 15.50001 -15.89682
H 10.04436 24.75657 -12.68379
H 6.97708 7.93178 -17.31404
H 7.45959 19.83009 -15.89731
H 9.92366 9.56992 -13.27667
H 8.75511 20.66178 -16.87072
H 13.00918 21.98548 -15.85194
H 7.35930 24.55522 -19.65971
H 5.22496 22.02967 -20.29161
H 7.36696 19.99201 -17.62702
H 7.30819 17.69067 -14.03752
H 7.52893 12.87929 -17.49980
H 4.85398 15.75831 -16.33459
H 10.81573 25.05151 -15.23860
H 8.04421 11.56156 -20.52783
H 14.81160 17.12544 -21.40834
H 9.35065 11.09122 -14.84535
H 8.16214 22.52282 -15.27880
H 7.92318 20.85336 -13.32129
H 7.99571 7.26804 -18.53308
H 4.16243 23.12528 -21.11424
H 9.38311 15.79607 -16.49441
H 4.65533 19.53457 -16.52476
H 12.68093 22.70898 -14.28460
H 5.32951 15.58841 -19.37860
H 6.14282 17.02713 -12.91034
H 2.62906 24.67854 -20.32285
H 9.58682 15.97117 -19.12441
H 13.07821 17.51068 -21.89186
H 3.17180 18.62277 -16.29742
H 7.78016 15.96035 -21.62897
H 10.70211 10.18687 -15.47624
H 13.27336 18.60378 -19.76009
H 7.97252 10.71088 -18.14092
H 9.21312 17.55444 -19.82576
H 8.27012 22.73198 -18.40986
H 6.93699 17.45472 -16.62231
H 8.18491 13.48907 -22.05754
H 5.95908 14.68461 -18.07866
H 9.50513 12.16563 -19.61686
H 5.42330 15.92420 -14.72614
H 2.73200 26.33417 -19.75970
H 6.86159 11.71413 -16.31886
H 9.41195 21.37304 -12.65417
H 13.88681 17.28108 -16.59364
H 8.59210 25.56652 -13.15402
H 8.14101 15.43594 -17.64459
H 6.82646 21.87294 -18.99715
H 9.38461 7.77170 -16.50588
H 13.53060 15.96406 -21.08731
H 10.12790 16.30474 -20.76478
H 5.08274 25.97833 -18.94663
H 6.60917 18.67409 -12.71966
H 9.16956 24.82974 -15.59511
H 13.28283 18.61475 -17.47464
H 3.05631 16.65552 -13.99226
H 5.02806 25.72756 -20.62076
H 5.95768 22.88159 -22.62370
H 4.35822 18.71579 -13.77617
H 10.54568 22.86616 -16.60816
H 4.63754 13.94148 -19.06224
H 5.23014 17.58833 -18.31315
H 2.84936 15.14615 -14.77898
H 8.36323 9.07077 -13.86801
H 9.35433 20.43948 -14.17651
H 6.31423 24.39291 -21.87722
H 3.90487 18.72928 -18.63821
H 12.25207 17.14974 -17.23309
H 7.23070 22.88488 -21.41007
H 7.47884 8.90816 -18.71948
H 2.43484 16.47046 -15.64522
H 10.19241 26.28559 -13.55290
H 2.81512 24.98750 -18.59265
H 9.88218 8.74807 -17.79394
H 8.34061 12.58820 -15.88313
H 5.63106 19.52530 -14.65563
H 3.57422 17.13247 -18.01750
H 10.72163 21.44201 -15.58059
H 7.20169 16.43586 -20.07467
H 9.77323 8.13825 -14.31284
H 6.62482 24.90346 -18.23850
H 6.21918 14.07485 -21.13841
H 6.88618 22.50577 -17.43019
H 9.65066 11.77666 -21.30594
H 8.21328 23.22984 -13.62634
H 9.55918 11.33879 -17.58881
H 9.64513 14.02565 -21.31549
*
```

Highest occupied orbital energy   -8.25 eV
Calculated total energy   -1958.71760 Eh
M   652.15 g mol⁻¹
Gap between HOMO and LUMO   8.82 eV

Atomic partial charges in e from the Mulliken method, atoms 1 to 4: -0.669 -0.676 0.803 -0.207


(3)
DFT (the ωB97M-V functional and the def2-TZVPD basis) results for 10 unconnected molecules or ions with the total composition C16H56BNO14.

```
! wB97M-V def2-TZVPD RIJCOSX def2/J DEFGRID3
* xyz 1 2
O 0.48128 1.06982 -1.96723
O -2.21072 1.21301 -4.28763
O 1.10732 -2.80545 3.20524
O -0.46425 -4.47574 -0.41526
O -0.24894 -0.95535 -3.77360
O -3.64828 0.80109 -0.84007
O -2.25269 3.02123 3.70679
O -2.58513 2.72113 0.82266
O -0.87973 3.49680 -3.40228
O 3.26797 -0.71846 -0.70933
O 0.82158 2.71159 4.78190
O -0.26249 -1.80455 5.56412
O 0.68636 -5.63719 -2.87727
O -0.13458 1.82288 2.04908
N -1.48175 -2.57758 1.29586
C 3.92687 -1.52054 0.25056
C 0.48570 3.26030 -3.02733
C 0.85244 -1.53412 -5.78877
C 1.66782 -1.96309 4.18590
C -2.64872 0.94894 -1.89452
C 0.67412 -1.02293 4.83457
C -2.95895 3.91364 2.84468
C 1.01833 -1.01996 -4.34574
C 0.68912 2.44539 -1.70915
C -0.19752 -4.51767 -2.82260
C 4.11567 -0.57540 1.43541
C 0.93771 3.43936 3.59445
C -3.59889 3.15063 1.69273
C -0.08888 -3.67489 -1.55195
C 1.02232 2.47314 2.36644
C -3.18806 0.91824 -3.30826
B 0.47107 -0.53386 0.44432
H -1.10690 -3.51489 1.32831
H 0.13844 -0.38164 4.13464
H 1.19591 -0.35479 5.51970
H 2.33177 -1.28684 3.64743
H 2.27559 -2.52275 4.89688
H 4.87604 0.18719 1.26691
H 2.35856 -0.54270 -0.45700
H -2.16295 -2.58180 0.55017
H 1.64620 2.59472 -1.20935
H -1.22130 -4.85671 -2.98080
H -0.12540 -1.57293 6.48562
H 1.28741 0.03589 -4.37528
H -4.14344 2.32042 2.14253
H 4.38758 -1.22875 2.26445
H -3.72499 4.34373 3.48990
H 0.96388 -2.23700 2.44506
H 0.16010 -3.92800 -3.66669
H -2.15259 1.90192 -1.71070
H -0.61664 -2.72139 -1.57169
H 0.17326 -6.36832 -3.22910
H 1.20895 0.24944 0.52313
H -1.91412 2.28099 1.34954
H 0.06777 0.96272 1.67388
H 4.90001 -1.82575 -0.13407
H -0.54428 -0.18204 0.34666
H -1.85701 0.20014 -1.87022
H -1.93648 -2.36887 2.17322
H -1.78608 0.39484 -4.55575
H 0.97054 -3.41866 -1.54358
H 1.14015 3.28911 5.47945
H 0.46278 0.63376 -1.11218
H -4.06808 1.55414 -3.40462
H 3.20189 -0.08370 1.76908
H -4.28558 3.72610 1.07193
H 0.48301 -2.55925 -5.76160
H -2.23226 4.66832 2.54387
H 0.07759 -0.93546 -6.26763
H -0.18813 -0.38111 -3.00669
H 1.73562 -1.53034 -3.70301
H 1.33512 3.06862 1.50874
H -0.02481 2.75583 -0.94625
H 0.71562 -1.10278 -0.43929
H -1.47234 2.77133 3.20658
H -3.34546 1.34519 -0.10941
H 3.31754 -2.34446 0.62201
H -3.54254 -0.08042 -3.56345
H 0.98422 4.22823 -2.97547
H 1.79124 -1.42030 -6.33080
H 0.06921 4.06340 3.38379
H 0.51841 -1.13791 1.33714
H 0.99185 2.67807 -3.79734
H -0.18040 -5.39011 -0.48560
H -0.73648 -1.92906 1.08587
H -1.30215 2.68956 -3.70481
H 1.73822 1.67414 2.55932
H 1.78976 4.10040 3.75302
*
```

Highest occupied orbital energy (spin up / spin down)   -11.73 / -11.73 eV
Calculated total energy   -1775.57707 Eh
M   497.43 g mol⁻¹
Gap between HOMO and LUMO (spin up / spin down)   9.31 / 2.77 eV

Atomic partial charges in e from the Mulliken method, atoms 1 to 4: -0.024 -0.615 -0.644 -0.570


(4)
DFT (the ωB97M-V functional and the def2-TZVPD basis) results for 2 unconnected molecules or ions with the total composition C5H10O.

```
! wB97M-V def2-TZVPD RIJCOSX def2/J DEFGRID3
* xyz 0 1
O 0.74468 0.22000 1.62318
C 0.71674 -1.81980 0.38603
C 0.15837 -0.67379 0.77405
C 0.69588 0.96941 -1.25124
C -0.33575 1.79345 -1.11067
C -1.28279 -0.37721 0.54161
H 1.59849 -2.20787 0.87957
H -1.44819 0.66781 0.27739
H 0.24376 -2.43266 -0.37210
H -0.34196 2.58676 -0.36592
H -1.67873 -1.00983 -0.25870
H -1.23638 1.68329 -1.70887
H 1.68148 -0.00568 1.71160
H 1.60007 1.09207 -0.66632
H -1.78954 -0.61686 1.48031
H 0.67387 0.13092 -1.93993
*
```

Highest occupied orbital energy   -8.78 eV
Calculated total energy   -271.67347 Eh
M   86.13 g mol⁻¹
Gap between HOMO and LUMO   9.69 eV

Atomic partial charges in e from the Mulliken method, atoms 1 to 4: -0.493 -0.904 0.620 -0.400